DFT (wB97M-V/def2-TZVPD) results for a cluster of 3 separate species, C5H8O2 in total.

Each line ends with the Mulliken charge.
CARTESIAN COORDINATES (ANGSTROEM)
C  -0.712  1.775  -0.071  -0.816
C  -0.083  0.897  0.686  0.672
C  -1.036  -1.266  -0.673  -0.435
C  -1.423  -1.147  0.596  -0.615
O  0.782  0.483  1.353  -0.441
C  2.386  0.005  -0.275  -0.059
O  2.291  -1.136  -0.655  -0.451
H  -1.487  1.523  -0.756  0.253
H  1.790  0.797  -0.766  0.252
H  -0.461  2.807  0.131  0.301
H  -1.689  -1.001  -1.496  0.299
H  -0.095  -1.723  -0.949  0.217
H  -2.410  -0.797  0.868  0.274
H  -0.825  -1.533  1.411  0.311
H  3.113  0.348  0.488  0.238

Values from the calculation:
SMILES string: C=C=O.C=C.C=O
Frontier orbital gap: 9.943 eV
Energy above the lowest of the compared OMol25 structures with the same formula, charge and spin: 3.6118 eV
E_tot: -9406.2204 eV
Strongest force on any atom: 1.6 eV Å⁻¹
Spin multiplicity: 1